The following is a DFT calculation (wB97M-V/def2-TZVPD) of C48H107AgN7O18 as an isolated structure at a distorted geometry.

Results
Frontier orbital gap = 6.73 eV
Charge = -1
ΔE to the lowest compared entry with this formula, charge and spin = 0.000 eV
HOMO energy = -4.75 eV

Geometry (Å):
Ag: 20.994 -21.988 -6.928
C: 19.633 -25.805 -5.401
C: 20.155 -24.595 -5.679
C: 20.903 -23.846 -4.519
O: 21.621 -22.810 -4.757
C: 20.827 -24.349 -3.226
C: 20.189 -25.582 -2.942
C: 19.585 -26.336 -4.104
O: 19.015 -27.386 -3.799
O: 20.200 -26.143 -1.856
O: 20.114 -24.052 -6.845
H: 18.952 -26.222 -6.169
H: 21.374 -23.683 -2.541
C: 17.565 -23.345 -0.222
O: 16.925 -23.089 -1.439
C: 16.605 -24.245 -2.203
C: 16.548 -23.898 -3.694
N: 16.220 -25.191 -4.397
C: 16.354 -25.184 -5.843
C: 15.037 -24.957 -6.493
O: 14.462 -23.755 -5.979
C: 13.200 -23.525 -6.541
H: 18.569 -23.828 -0.425
H: 16.946 -23.960 0.447
H: 17.669 -22.409 0.289
H: 15.690 -24.753 -1.882
H: 17.429 -24.992 -2.138
H: 17.536 -23.425 -4.017
H: 15.818 -23.097 -3.982
H: 16.867 -25.823 -3.974
H: 16.779 -26.107 -6.157
H: 17.116 -24.429 -6.130
H: 14.348 -25.739 -6.238
H: 15.160 -24.895 -7.587
H: 12.525 -24.317 -6.276
H: 13.272 -23.478 -7.609
H: 12.711 -22.663 -6.083
C: 22.542 -27.595 -7.764
O: 21.786 -27.276 -8.954
C: 20.412 -27.467 -8.869
C: 19.658 -26.526 -9.810
N: 19.880 -25.149 -9.499
C: 18.894 -24.203 -10.091
C: 17.452 -24.302 -9.616
O: 16.603 -24.961 -10.622
C: 16.289 -24.076 -11.666
H: 21.936 -27.531 -6.882
H: 23.428 -26.882 -7.666
H: 22.947 -28.626 -7.846
H: 19.982 -27.331 -7.859
H: 20.111 -28.483 -9.265
H: 18.570 -26.848 -9.794
H: 20.024 -26.740 -10.812
H: 19.909 -24.985 -8.493
H: 18.934 -24.272 -11.195
H: 19.224 -23.235 -9.802
H: 17.008 -23.289 -9.477
H: 17.411 -24.909 -8.677
H: 15.836 -23.162 -11.209
H: 15.561 -24.616 -12.267
H: 17.186 -23.789 -12.191
C: 17.181 -16.646 -10.182
O: 18.523 -16.984 -10.387
C: 19.069 -16.440 -11.532
C: 20.509 -16.873 -11.672
N: 20.606 -18.347 -11.666
C: 22.008 -18.727 -11.356
C: 22.238 -20.208 -11.477
O: 21.705 -20.788 -10.315
C: 21.856 -22.213 -10.236
H: 16.908 -17.294 -9.342
H: 16.474 -16.847 -11.009
H: 17.051 -15.649 -9.865
H: 19.123 -15.366 -11.545
H: 18.475 -16.829 -12.413
H: 21.112 -16.416 -10.897
H: 20.988 -16.603 -12.605
H: 19.926 -18.736 -11.043
H: 22.351 -18.470 -10.359
H: 22.599 -18.297 -12.131
H: 23.332 -20.479 -11.481
H: 21.762 -20.589 -12.347
H: 20.937 -22.543 -9.770
H: 22.723 -22.580 -9.639
H: 21.864 -22.683 -11.212
C: 24.853 -24.624 -3.487
O: 24.758 -26.026 -3.350
C: 23.812 -26.330 -2.310
C: 23.388 -27.804 -2.395
N: 24.431 -28.724 -1.938
C: 25.391 -29.045 -2.994
C: 26.549 -29.915 -2.473
O: 26.002 -31.204 -2.131
C: 26.922 -32.022 -1.505
H: 25.503 -24.147 -2.756
H: 23.881 -24.156 -3.473
H: 25.293 -24.391 -4.470
H: 22.956 -25.662 -2.470
H: 24.261 -26.115 -1.345
H: 23.006 -27.879 -3.398
H: 22.571 -27.973 -1.714
H: 24.017 -29.573 -1.568
H: 25.841 -28.102 -3.363
H: 25.044 -29.591 -3.841
H: 26.958 -29.479 -1.569
H: 27.378 -29.918 -3.195
H: 27.275 -31.578 -0.553
H: 27.815 -32.115 -2.175
H: 26.584 -33.046 -1.294
C: 24.251 -22.887 -6.863
O: 24.036 -21.546 -7.254
C: 23.716 -20.707 -6.222
C: 22.872 -19.524 -6.749
N: 21.706 -20.060 -7.481
C: 20.618 -19.061 -7.764
C: 19.266 -19.694 -8.153
O: 18.432 -20.111 -7.057
C: 17.749 -21.315 -7.298
H: 23.633 -23.207 -6.104
H: 25.311 -23.021 -6.527
H: 24.069 -23.591 -7.682
H: 24.660 -20.191 -5.849
H: 23.191 -21.190 -5.397
H: 23.419 -18.885 -7.439
H: 22.483 -18.991 -5.881
H: 22.119 -20.390 -8.403
H: 20.819 -18.470 -8.670
H: 20.491 -18.455 -6.899
H: 19.426 -20.584 -8.809
H: 18.603 -18.973 -8.691
H: 17.134 -21.220 -8.269
H: 17.015 -21.502 -6.500
H: 18.437 -22.176 -7.381
C: 25.359 -23.870 -16.315
O: 25.860 -24.026 -14.991
C: 24.843 -24.460 -14.062
C: 25.323 -24.578 -12.606
N: 24.199 -25.208 -11.890
C: 24.291 -25.203 -10.415
C: 25.111 -26.350 -9.865
O: 26.466 -26.227 -10.316
C: 27.330 -26.934 -9.419
H: 26.138 -23.384 -16.886
H: 24.460 -23.253 -16.364
H: 25.106 -24.862 -16.725
H: 24.493 -25.432 -14.379
H: 24.001 -23.734 -14.021
H: 25.555 -23.599 -12.174
H: 26.238 -25.221 -12.570
H: 24.056 -26.181 -12.146
H: 23.287 -25.316 -10.024
H: 24.724 -24.231 -10.107
H: 24.654 -27.261 -10.169
H: 25.087 -26.368 -8.786
H: 27.086 -26.648 -8.364
H: 28.392 -26.694 -9.562
H: 27.127 -27.989 -9.598
C: 19.162 -15.988 -7.324
O: 19.697 -16.307 -6.048
C: 21.077 -15.955 -5.945
C: 21.543 -16.468 -4.643
N: 21.328 -17.852 -4.522
C: 22.103 -18.415 -3.399
C: 21.619 -19.798 -3.051
O: 20.186 -19.753 -3.060
C: 19.534 -21.026 -2.824
H: 19.660 -16.497 -8.136
H: 19.130 -14.929 -7.474
H: 18.189 -16.384 -7.390
H: 21.275 -14.884 -6.213
H: 21.473 -16.498 -6.772
H: 21.007 -15.898 -3.848
H: 22.599 -16.255 -4.511
H: 20.355 -18.092 -4.330
H: 22.125 -17.681 -2.577
H: 23.169 -18.546 -3.721
H: 22.030 -20.222 -2.145
H: 21.889 -20.537 -3.819
H: 19.421 -21.481 -3.803
H: 18.601 -20.827 -2.338
H: 20.084 -21.736 -2.220

These are the Löwdin partial charges, in e, on atoms 1 to 5: 0.875 -0.031 -0.343 -0.354 -0.158

---

The following is a DFT calculation (wB97M-V/def2-TZVPD) of C26H19B3F5NO11 as an isolated structure at a distorted geometry.

Results
Frontier orbital gap = 8.28 eV
HOMO energy = -10.17 eV

Geometry (Å):
N: 0.698 4.144 -4.856
B: 1.148 3.147 -3.932
O: 0.449 2.825 -2.775
B: 0.050 1.500 -2.893
O: 0.708 0.613 -3.763
B: 1.838 1.096 -4.360
C: 2.657 0.160 -5.399
F: 2.417 -1.136 -5.075
F: 3.977 0.418 -5.419
C: 2.080 0.380 -6.841
F: 1.893 -0.790 -7.461
F: 0.873 0.986 -6.762
F: 2.888 1.145 -7.579
O: 2.302 2.365 -4.161
H: -0.233 3.878 -5.164
H: 1.273 4.060 -5.690
H: -0.897 1.178 -2.274
C: -4.643 2.335 -0.633
C: -5.228 2.965 0.382
C: -4.448 3.834 1.301
O: -4.983 4.404 2.227
C: -2.994 3.974 1.042
C: -2.409 3.345 0.026
C: -3.188 2.479 -0.889
O: -2.646 1.904 -1.813
H: -5.192 1.696 -1.314
H: -6.287 2.876 0.587
H: -2.442 4.611 1.721
H: -1.353 3.436 -0.179
C: -2.494 -4.076 -0.911
C: -1.630 -3.065 -0.883
C: -1.905 -1.798 -1.605
O: -1.122 -0.873 -1.586
C: -3.180 -1.700 -2.358
C: -4.044 -2.711 -2.386
C: -3.770 -3.978 -1.664
O: -4.557 -4.898 -1.687
H: -2.313 -5.008 -0.392
H: -0.695 -3.115 -0.339
H: -3.358 -0.765 -2.875
H: -4.979 -2.660 -2.929
C: 2.124 0.496 1.163
C: 1.460 1.544 0.687
C: 0.921 2.587 1.593
O: 0.311 3.540 1.155
C: 1.150 2.421 3.049
C: 1.815 1.372 3.524
C: 2.355 0.328 2.618
O: 2.962 -0.629 3.052
H: 2.525 -0.278 0.519
H: 1.279 1.688 -0.371
H: 0.749 3.194 3.691
H: 1.994 1.230 4.583
C: 3.922 -3.316 5.418
C: 2.722 -2.754 5.533
C: 1.713 -3.284 6.482
O: 0.617 -2.774 6.586
C: 2.092 -4.464 7.299
C: 3.293 -5.025 7.184
C: 4.303 -4.494 6.234
O: 5.397 -5.006 6.132
H: 4.671 -2.943 4.730
H: 2.430 -1.895 4.945
H: 1.342 -4.834 7.986
H: 3.590 -5.886 7.770

These are the natural (NBO) partial charges, in e, on atoms 1 to 5: -1.071 1.214 -0.878 0.928 -0.869